{
  "formula": "C30H47ClLuP2",
  "method": "wB97M-V/def2-TZVPD",
  "symbols": ["Lu", "C", "C", "C", "C", "C", "C", "H", "H", "H", "C", "H", "H", "H", "C", "H", "H", "H", "C", "H", "H", "H", "C", "H", "H", "H", "C", "C", "C", "C", "C", "C", "C", "C", "H", "H", "H", "H", "H", "H", "H", "H", "H", "H", "H", "H", "P", "C", "C", "P", "C", "C", "C", "H", "H", "H", "H", "H", "H", "H", "H", "H", "H", "H", "H", "H", "H", "Cl", "C", "C", "C", "C", "C", "C", "C", "H", "H", "H", "H", "H", "H"],
  "xyz": [[-0.335692, 2.864905, 0.049367], [2.069426, 2.998321, -1.457709], [1.354554, 2.136753, -2.322570], [0.055415, 4.023154, -2.016967], [1.288834, 4.187984, -1.272502], [0.086425, 2.705684, -2.590253], [3.382694, 2.661399, -0.849836], [3.596045, 1.593363, -0.952905], [3.444040, 2.873646, 0.221730], [4.194983, 3.200564, -1.350333], [1.594384, 5.306301, -0.339394], [2.472866, 5.072925, 0.274554], [0.760866, 5.540316, 0.346101], [1.818680, 6.246623, -0.865863], [-1.201737, 4.768704, -1.730248], [-1.175817, 5.803497, -2.090422], [-1.408276, 4.872000, -0.632350], [-2.072220, 4.292281, -2.200566], [-1.007046, 1.992740, -3.298608], [-1.082963, 2.323316, -4.345356], [-2.001043, 2.125666, -2.836334], [-0.800071, 0.910502, -3.331035], [1.842146, 0.867807, -2.917950], [1.865967, 0.933129, -4.018064], [1.200405, 0.010725, -2.664707], [2.857416, 0.625925, -2.586792], [1.532127, -1.069751, 1.599782], [2.587780, -1.127662, 0.768405], [2.699866, -1.740792, -0.585570], [1.500423, -2.600537, -1.013423], [0.217850, -1.916647, -1.320173], [-0.847914, -1.567501, -0.562234], [-0.938082, -1.370742, 0.931951], [0.315438, -1.916239, 1.640123], [3.612197, -2.349864, -0.652259], [1.387514, -3.438086, -0.288786], [2.857605, -0.952370, -1.336202], [0.562812, -2.940786, 1.170317], [1.568998, -0.329798, 2.411537], [3.505061, -0.639487, 1.101247], [0.091530, -2.098282, 2.709414], [-1.143261, -0.331765, 1.242205], [-1.718254, -1.158537, -1.097402], [-1.815257, -1.923912, 1.318208], [1.802472, -3.107970, -1.941985], [-0.019033, -1.945663, -2.395286], [0.242365, -4.644874, 1.193797], [0.820796, -4.992942, 2.858599], [1.037674, -5.841122, 0.082475], [-2.259952, -3.753983, -0.407585], [-1.549389, -4.661460, 1.101756], [-1.873202, -5.007902, -1.706235], [-4.028085, -4.187485, -0.181274], [0.207089, -4.456260, 3.593363], [1.859886, -4.655137, 2.962848], [0.772585, -6.070133, 3.059739], [0.870292, -6.871356, 0.455995], [2.128385, -5.659230, 0.065357], [0.671035, -5.779212, -0.950391], [-4.106305, -5.271624, -0.013831], [-4.561161, -3.893235, -1.094101], [-4.417760, -3.629431, 0.682766], [-1.968978, -4.141717, 1.983743], [-1.927965, -5.703439, 1.098199], [-2.565439, -4.821349, -2.542487], [-2.054002, -6.024455, -1.302709], [-0.840690, -4.912388, -2.068137], [1.318378, 2.243772, 1.925948], [-0.265234, 3.697857, 2.314650], [0.224598, 4.786537, 2.958914], [-0.624261, 5.888498, 3.081430], [-1.924932, 5.786848, 2.607799], [-2.449331, 4.602040, 2.100591], [-1.615912, 3.440118, 2.022072], [-1.957010, 2.097890, 1.519782], [1.228086, 4.810741, 3.356397], [-0.249155, 6.812960, 3.500500], [-2.564689, 6.667946, 2.676934], [-3.507386, 4.516718, 1.851787], [-2.938915, 1.920001, 1.072255], [-1.691565, 1.294964, 2.218200]],
  "forces_ev_per_angstrom": [[2.0454, -1.1047, -3.0809], [-0.9806, 0.6421, 0.3367], [-0.7235, 0.0861, 0.6040], [0.7225, -0.9459, 0.6508], [-0.2940, -0.8227, -0.6241], [0.1507, 0.4572, 0.8681], [0.6534, -0.0017, -0.0500], [-0.0541, 0.1600, 0.0097], [-0.0579, 0.1722, -0.1443], [-0.0164, -0.0374, 0.1466], [0.3511, 0.6603, 0.1366], [-0.2113, 0.0294, -0.0574], [0.1050, 0.0653, -0.0607], [-0.0983, -0.2056, 0.1089], [-0.2001, 0.4062, -0.4856], [-0.0528, -0.0664, 0.2577], [-0.2003, 0.0951, 0.0124], [0.1620, 0.1096, 0.1789], [-0.3886, -0.3665, -0.7571], [-0.1391, -0.0617, 0.2161], [0.2844, 0.0046, -0.1789], [-0.1307, 0.3861, 0.0853], [0.1557, -0.6138, -0.3382], [0.0056, 0.0610, 0.3082], [0.1803, 0.2670, -0.0351], [-0.2447, 0.1093, -0.1484], [0.4428, 0.5779, 0.1397], [-0.1045, 0.5471, 0.4304], [-0.1990, -0.6080, -0.1542], [1.1081, -0.7010, -0.1347], [-1.3314, 0.0649, -0.3897], [0.6869, 1.8431, -0.2944], [0.4071, -0.5792, 0.5723], [-0.2192, 0.8586, -0.1315], [-0.1337, -0.0117, 0.1124], [-0.0125, 0.7578, -0.4878], [-0.0535, -0.0591, 0.3636], [-0.4292, 2.2130, 0.8868], [0.5613, -0.5634, 0.0531], [-0.2403, 0.4592, -0.1587], [-0.0089, 0.0607, -0.3600], [0.2029, -0.2076, -0.5812], [0.4499, -0.2724, 0.0839], [0.2382, 0.2293, -0.2285], [0.0033, 0.1380, 0.1182], [0.0948, 0.2580, 0.3516], [1.0288, -0.8057, -1.3375], [-0.1716, -0.7726, 0.5017], [-0.2780, -1.7487, 0.4677], [-0.4234, -1.2966, 0.2781], [-1.1015, -0.8293, -0.1615], [-0.1762, -0.0886, 0.0560], [0.1585, -0.3619, 0.2604], [0.1504, -0.1491, -0.1789], [-0.2396, -0.0529, -0.0868], [0.0572, 0.1763, 0.2878], [0.2399, 0.1519, -0.4767], [-0.5351, 0.0674, 0.1371], [0.0630, 0.1006, 0.4236], [-0.3823, 0.2768, -0.0207], [-0.0115, -0.1049, 0.2915], [-0.0598, -0.2417, -0.2995], [0.3073, -0.2785, -0.2303], [-0.1639, 0.4072, 0.1105], [0.3015, -0.1490, 0.1762], [0.1667, 0.4080, -0.3604], [-0.3469, -0.0350, 0.0448], [-2.2275, 1.5269, 0.7269], [0.9452, -0.8044, 0.5071], [0.4254, 1.2301, 0.6129], [0.5535, -0.5770, -0.1613], [-0.8136, 0.1335, -0.2564], [0.7892, 0.0397, 0.3014], [-0.7951, -1.3509, 0.1972], [-0.5398, 0.2696, 0.0526], [0.1106, 0.0691, -0.1832], [-0.0399, -0.0992, 0.0648], [0.0647, -0.3055, -0.0120], [0.3343, -0.0788, 0.0158], [-0.0575, 0.4421, 0.4497], [0.1797, 0.3408, -0.3491]],
  "total_energy_ha": -3549.32101,
  "charge": 1,
  "relative_energy_ev": 0.000,
  "gap_ev": 4.14,
  "lumo_ha": -0.15700,
  "e_homo_ev": -8.41
}